Model one:
Formula: C5H6O2
Source: the Open Molecules 2025 dataset
Level of theory: wB97M-V/def2-TZVPD

The geometry in XYZ format:
```
13
Properties=species:S:1:pos:R:3
C 2.56 -0.49 -0.37
C 1.35 -0.60 -0.43
C -0.04 -0.12 -0.47
C 0.25 1.22 0.21
O 0.07 1.40 1.39
C -1.18 -0.84 0.26
O -2.38 -0.17 -0.04
H 3.61 -0.35 -0.28
H -0.33 0.01 -1.52
H 0.75 1.98 -0.43
H -0.98 -0.86 1.34
H -1.30 -1.87 -0.09
H -2.38 0.68 0.43
```

Properties
SMILES	C#C[C@H](C=O)CO
orbital gap	10.67	eV
spin multiplicity	1

Model two:
Formula: C5H6O2
Source: the Open Molecules 2025 dataset
Level of theory: wB97M-V/def2-TZVPD

The geometry in XYZ format:
```
13
Properties=species:S:1:pos:R:3
O 2.05 1.57 -1.26
C 1.63 0.92 -0.34
C 0.84 -0.35 -0.48
O 0.71 -1.06 0.76
C -0.70 -1.03 0.60
C -1.27 0.36 0.63
C -0.67 -0.21 -0.63
H 1.84 1.29 0.67
H 1.28 -0.98 -1.26
H -1.37 -1.76 1.01
H -2.36 0.44 0.59
H -0.78 1.12 1.22
H -1.22 -0.29 -1.56
```

Properties
orbital gap	10.60	eV
spin multiplicity	1

Most stable structure, least stable structure: model one, model two.

Model one:
Formula: C5H4INO
Source: the Open Molecules 2025 dataset
Level of theory: wB97M-V/def2-TZVPD

The geometry in XYZ format:
```
12
Properties=species:S:1:pos:R:3
N -2.68 1.78 -0.23
C -1.79 1.09 -0.06
C -0.80 0.12 -0.12
I -1.47 -1.84 -0.94
C 0.13 -0.15 1.02
C 1.32 -0.41 0.12
C 0.58 0.30 -1.06
O 0.84 0.89 -2.02
H -0.10 -1.08 1.50
H 0.29 0.70 1.59
H 1.38 -1.44 -0.16
H 2.29 0.03 0.36
```

Properties
SMILES	N#C[C@]1(I)CCC1=O
orbital gap	8.84	eV
spin multiplicity	1

Model two:
Formula: C5H4INO
Source: the Open Molecules 2025 dataset
Level of theory: wB97M-V/def2-TZVPD

The geometry in XYZ format:
```
12
Properties=species:S:1:pos:R:3
C -0.32 -1.33 -1.64
C 0.91 -1.09 -1.02
C -1.24 -0.45 -1.10
C 0.67 0.01 -0.28
C 1.14 1.46 2.43
N -0.64 0.35 -0.17
O 2.16 1.86 2.83
I -0.70 2.49 2.91
H -0.61 -2.15 -2.25
H 1.86 -1.70 -1.00
H -2.25 -0.34 -1.32
H -0.99 0.89 0.61
```

Properties
orbital gap (alpha / beta)	6.29 / 7.50	eV
spin multiplicity	1

Most stable structure, least stable structure: model one, model two.

Model one:
Formula: C3H3Cl2NO
Source: the Open Molecules 2025 dataset
Level of theory: wB97M-V/def2-TZVPD

The geometry in XYZ format:
```
10
Properties=species:S:1:pos:R:3
C 2.66 1.79 -1.16
C -0.83 -0.41 -0.02
C -2.11 0.21 0.48
N 3.54 1.24 -0.62
O -0.42 -1.48 0.30
Cl -1.87 1.85 0.95
Cl -3.23 0.07 -0.93
H -0.32 0.23 -0.65
H -2.47 -0.35 1.34
H 4.43 1.05 -0.23
```

Properties
orbital gap	10.91	eV
spin multiplicity	1

Model two:
Formula: C3H3Cl2NO
Source: the Open Molecules 2025 dataset
Level of theory: wB97M-V/def2-TZVPD

The geometry in XYZ format:
```
10
Properties=species:S:1:pos:R:3
C 0.06 -0.35 -0.54
C 0.88 -0.14 0.43
Cl 1.13 -1.21 1.72
Cl 2.12 1.17 0.49
H -0.04 0.46 -1.31
H -0.50 -1.16 -0.48
N -1.41 0.44 2.22
C -2.04 -0.34 1.56
O -2.76 -1.06 0.99
H -0.53 0.48 2.49
```

Properties
SMILES	C=C(Cl)Cl.N=C=O
orbital gap	10.85	eV
spin multiplicity	1

Most stable structure, least stable structure: model two, model one.

Model one:
Formula: C3H3Cl2NO
Source: the Open Molecules 2025 dataset
Level of theory: wB97M-V/def2-TZVPD

The geometry in XYZ format:
```
10
Properties=species:S:1:pos:R:3
O 1.54 0.78 -1.03
N 1.29 0.80 0.30
C 1.21 -0.29 0.90
Cl 1.75 -1.94 0.44
H 1.71 -0.13 -1.25
H 0.96 -0.30 1.95
C -1.53 -0.10 -0.62
C -2.45 0.52 -0.14
Cl -3.82 0.93 0.59
H -0.67 -0.27 -1.15
```

Properties
SMILES	O/N=C\Cl.C#CCl
orbital gap	10.44	eV
spin multiplicity	1

Model two:
Formula: C3H3Cl2NO
Source: the Open Molecules 2025 dataset
Level of theory: wB97M-V/def2-TZVPD

The geometry in XYZ format:
```
10
Properties=species:S:1:pos:R:3
C 0.66 -1.10 1.44
C 0.67 -0.96 0.14
C -0.40 1.14 0.00
N -0.66 0.80 -1.16
O -0.25 1.64 1.04
Cl 0.86 -1.80 -1.26
Cl -1.60 2.29 -2.34
H 1.14 -1.86 1.92
H 0.48 -0.13 1.99
H -0.90 -0.02 -1.78
```

Properties
orbital gap (alpha / beta)	7.77 / 7.69	eV
spin multiplicity	1

Most stable structure, least stable structure: model one, model two.